# 1
Here is C16H20F3N2O2P in the gas phase in a non-equilibrium geometry from the Open Molecules 2025 dataset. Energies are from ωB97M-V with the def2-TZVPD basis set.

Summary:
E_tot: -41423.9627 eV
structure (SMILES): CCC[C@H]1C(=O)N[C@@H]([PH2]=O)[C@@]1(CCC(F)=C(F)F)c1ccccn1
largest force on an atom: 5.81 eV Å⁻¹
frontier orbital gap: 7.93 eV

XYZ file:
```
44
Properties=species:S:1:pos:R:3:forces:R:3
C 3.8472 -0.6478 0.8164 -0.2 0.4 -0.4
C 2.7738 -0.4651 1.9938 1.0 -0.4 0.6
C 1.4200 -1.3151 1.8188 0.8 0.2 0.2
C 0.9557 -1.5495 0.3084 -1.9 -1.4 1.0
C 0.0969 -2.9395 0.2316 0.3 0.2 0.1
O 0.0038 -3.8695 1.0618 0.0 3.1 -3.2
N -0.4989 -2.8265 -1.1106 -1.3 -0.6 2.0
C -0.4314 -1.4221 -1.6902 0.6 -1.5 1.6
P -1.8935 -0.9275 -2.7856 2.4 1.0 -3.5
O -1.3336 -0.4199 -4.1449 -1.4 -1.1 3.1
C -0.0632 -0.5270 -0.3934 1.7 1.2 -1.3
C 0.9092 0.6387 -0.9984 -0.3 0.0 0.5
C 0.1246 1.7452 -1.8549 1.0 1.2 -0.7
C 0.3979 3.2490 -1.3945 1.4 0.0 0.7
F 0.1465 4.2809 -2.3759 -1.1 -2.1 2.4
C 0.8229 3.6713 -0.0997 -0.9 -0.2 -1.3
F -0.0973 4.3915 0.7025 3.3 -0.4 -1.5
F 2.1099 3.3933 0.4439 -4.0 0.0 -0.3
C -1.2920 0.0586 0.4909 -0.5 -1.4 -0.3
C -2.5086 -0.8769 0.5937 -1.4 3.7 2.2
C -3.7356 -0.3109 1.4064 5.1 2.6 -1.1
C -3.4439 1.1250 1.9487 0.7 -1.3 -0.8
C -2.1276 1.9008 1.7743 -1.6 -3.3 -1.1
N -1.0536 1.3421 1.0329 -3.7 -1.8 0.8
H 4.9018 -0.3402 1.1244 -1.5 -0.3 -0.2
H 3.5534 0.0594 -0.0509 0.5 -1.4 1.2
H 3.9326 -1.7359 0.4340 -0.3 1.7 0.6
H 3.2809 -0.8630 2.9562 -0.9 0.7 -1.4
H 2.5960 0.6541 2.1924 0.1 -1.7 -0.5
H 0.6169 -0.8159 2.4809 1.0 -0.8 -1.4
H 1.6144 -2.3414 2.3097 -0.4 1.5 -1.1
H 1.7288 -1.7342 -0.5106 -0.4 0.4 1.6
H -1.4349 -3.2665 -1.1243 0.9 0.0 -0.3
H 0.4869 -1.5368 -2.3829 -1.6 1.0 0.8
H -2.6824 -2.1143 -2.9765 0.1 0.5 0.6
H -2.6707 0.0732 -2.1206 0.1 -0.8 0.0
H 1.5034 1.0512 -0.1151 -0.9 -0.2 -1.3
H 1.6731 0.1195 -1.6851 -1.2 0.8 1.1
H -1.0171 1.5920 -1.7642 1.7 0.4 -0.1
H 0.4060 1.6873 -2.9720 -0.6 -0.2 1.7
H -2.5734 -1.9103 0.0989 0.3 1.9 0.9
H -4.7074 -0.8756 1.5612 1.5 1.0 -0.2
H -4.2860 1.6488 2.5303 1.5 -0.9 -1.0
H -2.0518 2.9495 2.2383 0.1 -1.9 -0.9
```
Forces are in eV/Å.



# 2
Here is a molecular structure, C16H20F9N4O2PtS in a non-equilibrium geometry from the Open Molecules 2025 dataset. Energies are from ωB97M-V with the def2-TZVPD basis set.

Summary:
total charge: +1
E_tot: -65505.5263 eV
largest force on an atom: 2.19 eV Å⁻¹
ΔE to the lowest compared entry with this formula, charge and spin: 41.03 kcal per mole
frontier orbital gap: 8.20 eV

XYZ file:
```
53
Properties=species:S:1:pos:R:3:forces:R:3
Pt -0.8126 -0.6409 0.6403 0.3 2.2 -0.2
C -3.5530 3.7233 0.9682 0.1 -0.1 0.2
N -3.5586 2.8880 -0.2265 0.1 0.1 0.1
C -4.5289 3.1327 -1.2916 0.0 -0.2 -0.2
C -2.7309 1.8607 -0.3153 -0.3 -0.1 -0.5
O -1.9310 1.5312 0.5718 0.7 -1.3 0.4
H -4.1852 4.5888 0.8003 0.0 0.0 0.0
H -2.5374 4.0521 1.1843 0.0 0.0 0.0
H -3.9228 3.1692 1.8321 0.0 0.0 0.0
H -5.0218 4.0846 -1.1238 0.1 0.0 0.0
H -5.2885 2.3501 -1.3127 0.0 0.1 0.0
H -4.0322 3.1656 -2.2605 0.0 0.0 0.0
H -2.8109 1.3154 -1.2649 0.1 -0.1 0.1
F 1.0117 -5.5949 1.6534 0.0 0.1 0.0
C 1.2509 -4.2790 1.6339 0.1 0.0 0.3
F 2.5691 -4.1002 1.5222 -0.1 0.0 -0.1
F 0.8733 -3.7810 2.8186 0.1 0.0 -0.1
C 0.4932 -3.5326 0.4887 -0.5 -0.5 0.0
O 0.6594 -2.1978 0.6748 -1.5 1.3 0.1
C -1.0025 -3.9842 0.5235 -0.4 0.3 0.0
F -1.5339 -3.8309 1.7493 0.2 -0.1 0.0
F -1.2028 -5.2363 0.1391 0.1 0.0 0.1
F -1.7479 -3.1979 -0.2875 0.1 -0.2 -0.1
C 1.0746 -3.9697 -0.8967 0.1 0.2 -0.2
F 2.2872 -3.4467 -1.0846 -0.1 0.0 0.1
F 1.1727 -5.2944 -1.0296 0.0 0.1 0.1
F 0.2877 -3.5148 -1.8875 0.1 0.0 0.1
S -4.1733 -1.6714 3.4998 0.3 0.2 -0.3
C -4.6394 -1.8861 1.8656 0.0 0.1 0.1
C -3.6471 -1.4918 1.0363 -0.3 -0.1 0.1
N -2.5245 -1.0382 1.6871 0.4 -1.3 -0.1
C -2.6690 -1.0710 2.9879 -0.1 -0.1 0.2
H -5.6011 -2.2906 1.6028 0.0 0.0 0.0
H -3.6668 -1.5290 -0.0403 0.0 0.0 0.0
H -1.9007 -0.7754 3.6844 0.1 0.0 -0.1
N 0.6369 0.3600 -0.2825 0.8 -0.6 0.4
C 1.6135 0.9796 -0.3167 -0.4 -0.1 -0.4
N 2.6447 1.7398 -0.4837 -0.1 0.3 0.0
C 3.8819 1.6098 0.2916 0.3 -0.3 0.0
C 5.0222 1.1599 -0.6186 0.0 0.2 0.0
C 5.1462 2.1004 -1.8190 0.0 -0.2 -0.1
C 3.8258 2.1372 -2.5894 0.0 0.2 0.2
C 2.7037 2.6077 -1.6702 0.1 0.0 -0.3
H 3.7201 0.9029 1.1037 -0.1 0.1 0.0
H 4.1098 2.5928 0.7132 -0.1 0.0 0.1
H 4.8328 0.1416 -0.9664 0.0 0.0 0.0
H 5.9434 1.1447 -0.0355 0.0 0.0 0.0
H 5.9463 1.7586 -2.4749 0.0 0.0 0.0
H 5.4093 3.1073 -1.4824 0.0 0.0 0.0
H 3.5938 1.1372 -2.9642 0.0 0.0 0.0
H 3.8812 2.8100 -3.4458 0.0 0.0 0.0
H 1.7382 2.5747 -2.1730 0.0 0.0 0.1
H 2.8933 3.6290 -1.3286 -0.1 0.0 0.0
```
Forces are in eV/Å.



# 3
Here is C16H20FN3OS in the gas phase in a non-equilibrium geometry from the Open Molecules 2025 dataset. Energies are from ωB97M-V with the def2-TZVPD basis set.

Summary:
E_tot: -36986.4677 eV
structure (SMILES): CCCN1CCN(C2=NC(=O)[C@@H](c3ccc(F)cc3)S2)CC1
largest force on an atom: 3.74 eV Å⁻¹
ΔE to the lowest compared entry with this formula, charge and spin: 42.71 kcal per mole
frontier orbital gap: 8.83 eV

XYZ file:
```
42
Properties=species:S:1:pos:R:3:forces:R:3
O 1.5256 2.3356 3.3007 0.6 -0.6 0.0
F 0.6958 -2.8004 7.0935 0.0 0.3 -0.3
N 1.0995 1.7452 1.2055 0.1 -0.8 -1.9
S 2.3764 -0.5428 1.0077 0.5 -0.3 0.0
C 1.7009 1.5374 2.3908 -1.0 2.5 2.6
C 1.3735 0.7639 0.3946 -1.4 0.5 -2.1
C 1.7774 -0.8690 6.2340 0.2 0.4 -0.3
C 0.7185 -2.4373 4.7559 0.7 1.1 -0.6
C 2.2164 -0.0900 5.1276 -0.2 -0.4 0.9
C 1.1674 -1.6915 3.6492 0.4 0.6 1.0
C 1.0476 -2.0324 6.0366 0.5 0.4 -0.5
C 1.9565 -0.5242 3.8285 -0.2 -0.4 -0.6
N 0.8717 0.7294 -0.9081 0.5 0.1 1.0
N -0.7327 0.3526 -3.3664 1.3 0.4 -0.6
C 2.5251 0.3023 2.6260 -0.3 -1.1 0.1
C -4.0327 0.4089 -3.4360 -0.2 1.2 -1.0
C 0.0356 1.8526 -1.4485 -0.3 -0.7 -0.3
C 0.9338 -0.5141 -1.7213 0.0 -0.5 -0.2
C -1.1381 1.2793 -2.2627 0.6 -1.8 -0.5
C 0.6085 -0.2574 -3.2040 -0.8 0.9 0.6
C -1.7340 -0.4766 -4.0382 -0.5 0.6 0.9
C -2.9497 0.3210 -4.5424 0.0 0.1 1.3
H 2.0004 -0.5955 7.2644 0.0 0.2 -0.3
H 0.1503 -3.3151 4.6027 -0.5 -0.8 -0.1
H 2.7413 0.8643 5.3108 -0.3 -0.7 -0.2
H 0.8974 -2.0147 2.6551 0.1 -0.1 0.0
H 3.5617 0.6424 2.8294 -0.6 -0.5 -0.2
H -3.6924 0.8736 -2.5196 0.3 0.2 0.0
H -4.9187 0.9897 -3.7631 0.4 -0.4 0.1
H -4.3547 -0.5649 -3.1578 -0.4 -1.0 0.1
H 0.5970 2.5747 -2.0673 0.2 -0.5 0.3
H -0.4255 2.4219 -0.6393 0.4 -0.2 0.2
H 0.2024 -1.2738 -1.3584 0.5 0.5 0.1
H 1.9538 -0.9392 -1.7004 -0.4 0.1 0.3
H -1.7845 0.6989 -1.5900 -0.1 0.3 0.3
H -1.6958 2.0966 -2.6863 -0.3 0.4 -0.1
H 0.7312 -1.1653 -3.8110 -0.4 0.1 0.4
H 1.3584 0.4222 -3.5888 0.3 0.4 -0.1
H -2.0799 -1.2545 -3.3374 -0.2 -0.2 -0.2
H -1.3339 -0.9740 -4.9083 0.8 -0.1 -0.1
H -2.5955 1.3125 -4.8503 -0.2 -0.2 0.0
H -3.3562 -0.1926 -5.4074 -0.1 0.0 -0.2
```
Forces are in eV/Å.



# 4
Here is a molecular structure, C16H20IrN3Te4 in a non-equilibrium geometry from the Open Molecules 2025 dataset. Energies are from ωB97M-V with the def2-TZVPD basis set.

Summary:
total charge: +1
multiplicity: 2
E_tot: -53393.0842 eV
largest force on an atom: 2.52 eV Å⁻¹
frontier orbital gap (alpha / beta): 5.59 / 4.65 eV
expectation value of S²: 0.7751

XYZ file:
```
44
Properties=species:S:1:pos:R:3:forces:R:3
Ir 0.0901 1.0901 -0.8566 1.2 -2.1 0.7
C -0.8954 -0.1309 -3.4991 0.0 -0.3 -0.2
N -0.1719 -0.5517 -2.2695 -0.8 1.2 -0.3
C 1.2072 -0.9680 -2.6150 0.1 0.0 0.1
C -0.8733 -1.6231 -1.5692 0.0 -0.1 -0.1
C -1.3251 -2.7269 -2.2698 0.0 0.0 -0.1
C -2.0199 -3.7327 -1.6219 0.0 0.0 0.0
C -2.2793 -3.5855 -0.2697 0.0 0.0 0.0
C -1.8150 -2.4863 0.4336 0.0 -0.1 0.1
C -1.0391 -1.4959 -0.1865 -0.2 -0.1 0.2
N -0.4310 -0.3889 0.4053 0.2 0.4 -0.3
C -0.2032 -0.1240 1.7586 -0.4 -0.1 0.2
C -0.8291 -0.7145 2.8624 0.0 -0.1 0.0
C -0.4893 -0.3669 4.1603 0.0 0.0 0.0
C 0.4680 0.5995 4.4103 0.0 0.0 0.0
C 1.0605 1.2347 3.3315 0.1 0.0 0.1
C 0.7166 0.8895 2.0380 0.1 0.1 0.1
N 1.3428 1.5520 0.8998 -1.0 1.1 -0.4
C 2.6221 0.8813 0.5680 0.0 -0.1 -0.2
C 1.5790 2.9942 1.1382 0.2 0.0 0.2
H -0.8464 -0.9015 -4.2713 0.0 0.0 0.0
H -1.9355 0.0652 -3.2524 0.0 0.0 0.0
H -0.4400 0.7755 -3.8878 0.0 0.0 0.0
H 1.1761 -1.7864 -3.3371 0.0 0.0 0.0
H 1.7528 -0.1324 -3.0522 0.0 0.0 0.0
H 1.7166 -1.3152 -1.7167 0.0 0.0 0.0
H -1.1344 -2.8101 -3.3316 0.0 0.0 0.0
H -2.3732 -4.5945 -2.1695 0.0 0.0 0.0
H -2.8575 -4.3330 0.2568 0.0 0.0 0.0
H -2.0937 -2.4130 1.4657 0.1 -0.1 0.0
H -1.6155 -1.4323 2.7367 0.0 0.0 0.0
H -0.9934 -0.8590 4.9812 0.0 0.0 0.0
H 0.7428 0.8685 5.4200 0.0 0.0 0.0
H 1.8020 2.0005 3.5118 0.0 0.0 0.0
H 3.3257 1.0173 1.3920 0.0 0.0 0.0
H 2.4474 -0.1851 0.4293 0.0 0.0 0.0
H 3.0448 1.3123 -0.3392 0.0 0.0 0.0
H 2.3783 3.1539 1.8656 0.0 0.0 0.0
H 1.8813 3.4616 0.2060 0.0 0.0 0.0
H 0.6632 3.4548 1.5008 0.0 0.0 0.0
Te 1.1589 2.8743 -2.5705 -0.5 0.0 0.4
Te -0.0029 5.1358 -1.8263 0.0 -0.1 -0.3
Te -2.1175 4.4689 -0.3083 0.1 0.2 0.3
Te -2.3945 1.8281 -0.5515 0.8 -0.2 -0.5
```
Forces are in eV/Å.



# 5
Here is a molecular structure, C16H20MoO8P2SbSe4Te in a non-equilibrium geometry from the Open Molecules 2025 dataset. Energies are from ωB97M-V with the def2-TZVPD basis set.

Summary:
total charge: +1
E_tot: -328942.8373 eV
largest force on an atom: 3.25 eV Å⁻¹
ΔE to the lowest compared entry with this formula, charge and spin: 39.25 kcal per mole
frontier orbital gap (alpha / beta): 5.72 / 5.68 eV

XYZ file:
```
53
Properties=species:S:1:pos:R:3:forces:R:3
Mo -1.8679 0.5798 1.4690 -0.2 1.2 0.7
O -0.0794 4.3140 2.2176 0.0 0.0 0.0
P -0.5291 2.8316 2.0432 -0.2 -0.2 0.1
O -1.8107 2.4100 2.7106 -0.2 0.0 -0.1
O -0.6946 2.4707 0.5502 0.4 -0.2 0.7
O 0.6855 2.0061 2.7029 0.0 0.0 0.0
P 0.5966 0.4712 3.3252 -0.6 -0.1 -0.1
O 1.0906 0.7694 4.7824 0.0 -0.1 0.0
O 1.4523 -0.4532 2.5314 0.1 0.3 0.2
O -0.8786 0.0997 3.2895 -0.1 -0.1 0.0
H -0.6486 4.8638 2.7717 0.0 0.0 0.0
H 1.4598 0.0063 5.2445 0.1 0.0 0.0
C -4.6280 -2.5534 0.3465 0.0 0.0 0.0
C -3.2645 -3.2446 0.3124 0.0 0.0 0.0
C -2.5611 -2.5925 1.4749 0.0 0.0 0.1
O -2.9751 -1.1793 1.3674 0.3 -0.1 -0.2
C -4.2742 -1.1091 0.6721 0.0 0.0 0.0
H -5.2456 -2.9710 1.1419 0.0 0.0 0.0
H -5.1774 -2.6294 -0.5889 0.0 0.0 0.0
H -2.7304 -3.0213 -0.6130 0.0 0.0 0.0
H -3.3283 -4.3256 0.4202 0.0 0.0 0.0
H -1.4764 -2.6044 1.4415 0.0 0.0 0.0
H -2.9239 -2.9488 2.4391 0.0 0.0 0.0
H -4.1225 -0.5115 -0.2302 0.0 0.0 0.0
H -4.9834 -0.6187 1.3360 0.0 0.0 0.0
Te 0.4070 0.2831 0.2848 1.2 -1.2 -2.7
C 0.3345 0.8355 -1.7711 -0.6 0.2 0.1
C -0.8968 1.1462 -2.3260 0.0 0.1 0.0
C -1.0119 1.3531 -3.6936 0.0 0.0 0.0
C 0.1081 1.2321 -4.5022 0.0 0.0 0.0
C 1.3387 0.9121 -3.9419 0.0 0.0 0.0
C 1.4577 0.7099 -2.5763 0.0 0.0 0.0
C 2.3722 1.0706 0.3124 0.0 0.0 0.6
C 3.4465 0.3033 0.7262 0.0 -0.1 -0.2
C 4.7026 0.8934 0.7398 0.0 0.0 0.0
C 4.8528 2.2298 0.3964 0.0 0.0 0.0
C 3.7550 2.9818 0.0011 0.0 0.0 0.0
C 2.4958 2.4028 -0.0501 0.0 0.0 -0.1
H -1.7769 1.2449 -1.6982 0.0 0.0 0.0
H -1.9721 1.6035 -4.1244 0.0 0.0 0.0
H 0.0253 1.3862 -5.5696 0.0 0.0 0.0
H 2.2118 0.8079 -4.5720 0.0 0.0 0.0
H 2.4190 0.4275 -2.1666 0.0 0.0 0.0
H 3.3223 -0.7299 1.0126 0.0 0.0 0.1
H 5.5615 0.3062 1.0349 0.0 0.0 0.0
H 5.8321 2.6876 0.4342 0.0 0.0 0.0
H 3.8742 4.0202 -0.2767 0.0 0.0 0.0
H 1.6440 2.9749 -0.3949 0.0 0.0 0.0
Se 0.4226 -6.2371 -1.2517 0.0 0.3 0.1
Sb 1.2636 -4.0209 -2.0838 0.4 0.1 0.0
Se 0.1214 -2.0858 -0.8825 -0.6 -0.4 0.5
Se -0.7287 -5.1274 -3.1020 0.0 0.1 0.1
Se 3.3326 -3.6709 -3.1165 0.1 0.0 0.0
```
Forces are in eV/Å.



# 6
Here is C16H20N2O4 in the gas phase from the Open Molecules 2025 dataset. Energies are from ωB97M-V with the def2-TZVPD basis set.

Summary:
E_tot: -28088.3900 eV
structure (SMILES): CCOC(=O)c1c(C)n(CCNC(C)=O)c2ccc(O)cc12
largest force on an atom: 0.75 eV Å⁻¹
ΔE to the lowest compared entry with this formula, charge and spin: 9.59 kcal per mole
frontier orbital gap: 8.18 eV

XYZ file:
```
42
Properties=species:S:1:pos:R:3:forces:R:3
C -5.4034 -2.5583 -0.0844 0.3 0.4 0.0
C -5.0416 -1.0877 -0.1818 -0.5 0.1 -0.1
H -5.3278 -0.6703 -1.1543 0.0 0.0 0.2
H -5.5439 -0.5018 0.5968 0.1 -0.1 -0.2
O -3.6320 -0.9592 -0.0197 0.2 -0.1 0.0
C -3.1474 0.3043 -0.0819 -0.3 0.0 0.0
O -3.8772 1.2540 -0.2658 0.1 -0.1 0.0
C -1.7086 0.3926 0.0898 0.4 0.0 0.0
C -0.7634 -0.6025 0.2874 -0.4 0.0 0.0
N 0.4697 -0.0369 0.4088 -0.2 -0.2 0.0
C 0.3635 1.3314 0.2710 -0.5 0.6 -0.1
C 1.3404 2.3189 0.3007 0.0 -0.1 0.0
C 0.9308 3.6240 0.1411 -0.1 0.2 0.0
C -0.4218 3.9461 -0.0456 -0.1 -0.4 0.0
C -1.3943 2.9641 -0.0812 0.1 0.2 0.0
C -0.9965 1.6408 0.0771 0.3 -0.2 0.0
H -2.4368 3.2016 -0.2281 -0.1 0.0 0.0
O -0.7336 5.2662 -0.1937 0.0 0.3 0.0
H -1.6869 5.3536 -0.3148 0.1 0.0 0.0
H 1.6450 4.4312 0.1537 0.1 0.1 0.0
H 2.3860 2.0870 0.4332 0.2 -0.1 0.0
C 1.7209 -0.7159 0.5816 0.5 -0.1 -0.3
H 1.5527 -1.7002 1.0238 0.0 0.1 0.0
H 2.3457 -0.1277 1.2601 -0.1 -0.1 0.0
C 2.4726 -0.8500 -0.7589 -0.1 0.2 0.2
N 3.8186 -1.3343 -0.5697 -0.3 -0.3 -0.1
C 4.8089 -0.5027 -0.1522 0.3 -0.5 0.0
O 4.6218 0.6789 0.0327 -0.1 0.5 0.1
C 6.1419 -1.1913 0.0391 0.0 0.3 0.0
H 6.0732 -1.9169 0.8471 0.0 -0.1 0.0
H 6.8942 -0.4499 0.2906 0.0 0.0 0.0
H 6.4338 -1.7076 -0.8724 0.0 -0.1 -0.1
H 3.9864 -2.3258 -0.6121 0.1 0.1 0.0
H 2.5370 0.1430 -1.2127 -0.1 -0.1 0.0
H 1.9395 -1.5188 -1.4367 0.0 0.1 0.0
C -0.9378 -2.0761 0.3834 0.0 0.0 0.0
H -0.3199 -2.5880 -0.3544 0.1 -0.1 0.0
H -0.6554 -2.4320 1.3753 0.0 -0.1 0.0
H -1.9768 -2.3290 0.2090 0.1 -0.1 0.0
H -4.8966 -3.1220 -0.8636 0.0 -0.1 -0.1
H -5.1046 -2.9543 0.8828 0.0 -0.1 0.1
H -6.4765 -2.6786 -0.2009 -0.1 0.0 0.0
```
Forces are in eV/Å.